Density functional theory data (ωB97M-V with the def2-TZVPD basis set) for a cluster of 3 separate species, C3H14N2O2 in total at a distorted geometry.

Summary:
Orbital gap ... 9.640 eV
SMILES ... C[C@@H](N)CN.O.O
Energy relative to the best compared isomer or geometry (same formula, charge and spin) ... 274.44 kJ/mol
LUMO ... 0.65 eV

```
! RIJCOSX wB97M-V def2-TZVPD def2/J DEFGRID3
* xyz 0 1
O -5.1593 -1.6662 0.8561
O 2.4874 2.0544 1.9916
N 0.2025 -0.5495 1.0679
N 2.5558 0.8837 -0.7317
C -0.8031 -0.4713 -1.2806
C 1.5810 -0.1319 -0.9530
C 0.1677 0.0740 -0.2143
H 3.0210 1.0506 0.1426
H -0.8061 -1.5958 -1.4115
H 1.8087 -1.2704 -0.9141
H 1.5669 0.0139 -2.0385
H -0.1611 1.2058 -0.1087
H -1.8776 -0.3304 -1.0144
H 0.2046 -1.5812 1.0661
H 1.8153 2.0457 2.7525
H -5.2700 -0.8812 0.2745
H 2.1409 2.0614 1.0486
H -0.5538 -0.2087 1.6010
H -5.6224 -1.2058 1.5261
H 3.3238 0.3901 -1.4550
H -0.6221 0.1128 -2.2052
*
```

Results of the Löwdin charge analysis, in e, for atoms 1 through 5:
1. O -0.0561
2. O -0.1310
3. N 0.0245
4. N -0.0376
5. C -0.1159

---

Density functional theory data (ωB97M-V with the def2-TZVPD basis set) for a cluster of 3 separate species, C3H14N2O2 in total at a distorted geometry.

Summary:
Orbital gap ... 8.718 eV
SMILES ... CNCCN.O.O
Energy relative to the best compared isomer or geometry (same formula, charge and spin) ... 145.31 kJ/mol
LUMO ... 0.36 eV

```
! RIJCOSX wB97M-V def2-TZVPD def2/J DEFGRID3
* xyz 0 1
O -0.2991 -3.4433 -1.2555
O -1.6646 -0.9971 -1.4365
N -0.0877 -0.2945 1.7747
N 0.2842 1.0427 -0.7722
C -0.7211 2.0734 -0.3860
C 1.4246 1.0058 0.1761
C 1.2269 0.2748 1.5609
H 1.5622 2.0616 0.3889
H -0.8307 0.3554 1.5840
H -1.5481 1.7444 0.2467
H -2.2030 -1.2170 -0.6820
H -0.2248 2.8306 0.2186
H 1.4141 1.0192 2.3343
H -0.1334 -2.7990 -0.5592
H -0.2460 0.1757 -0.8635
H -1.1242 2.4635 -1.3135
H 1.9628 -0.5173 1.6795
H -0.2795 -1.1784 1.3359
H -1.2534 -1.7721 -1.8484
H 2.2303 0.5978 -0.4037
H 0.5104 -3.4264 -1.7793
*
```

Results of the Löwdin charge analysis, in e, for atoms 1 through 5:
1. O -0.0468
2. O -0.0556
3. N -0.0039
4. N -0.1281
5. C -0.1330

---

Density functional theory data (ωB97M-V with the def2-TZVPD basis set) for a cluster of 3 separate species, C3H14N2O2 in total at a distorted geometry.

Summary:
Orbital gap (spin up / spin down) ... 11.724 / 6.178 eV
Expectation value of S² ... 0.76
Energy relative to the best compared isomer or geometry (same formula, charge and spin) ... 197.17 kJ/mol
LUMO (spin up / spin down) ... -3.30 / -8.81 eV

```
! RIJCOSX wB97M-V def2-TZVPD def2/J DEFGRID3
* xyz 1 2
O -1.3369 3.6312 -0.5011
O -1.8505 -1.3864 2.1294
N 1.2921 1.7879 -0.0309
N 0.6883 -0.5581 0.0496
C 1.5106 0.4751 -0.6079
C 0.0211 -2.7674 -0.2771
C 0.2464 -1.4569 -1.0443
H -0.4327 3.4738 -0.7294
H -0.6470 -0.9393 -1.5576
H 0.9219 -3.3729 -0.1550
H 2.5665 0.2233 -0.8041
H -1.7832 3.0258 0.0880
H -0.6153 -3.4093 -0.9186
H -0.4111 -2.7118 0.7166
H 0.8719 -1.5489 -1.9149
H 1.6994 1.9484 0.8750
H 0.2969 1.9627 0.0280
H 1.2088 0.6638 -1.7042
H -1.6849 -1.5252 1.1762
H 1.1724 -0.9726 0.8217
H -2.4565 -0.5681 2.1128
*
```

Results of the Löwdin charge analysis, in e, for atoms 1 through 5:
1. O -0.0249
2. O -0.0865
3. N 0.1336
4. N 0.1430
5. C -0.2429

---

Density functional theory data (ωB97M-V with the def2-TZVPD basis set) for a cluster of 2 separate species, C3H14N3O in total at a distorted geometry.

Summary:
Orbital gap ... 9.268 eV
Energy relative to the best compared isomer or geometry (same formula, charge and spin) ... 69.14 kJ/mol
LUMO ... -3.74 eV

```
! RIJCOSX wB97M-V def2-TZVPD def2/J DEFGRID3
* xyz 1 1
O -2.6648 -1.2431 2.5586
N 1.4590 -1.6742 -0.3807
N -1.8900 0.0467 0.7571
N 1.1409 1.8344 -1.6652
C 0.7552 0.5624 -0.9413
C 1.8469 -0.4779 -1.1189
C -2.0348 -0.0158 2.1907
H -1.0468 0.0466 2.6516
H 2.0223 2.1975 -1.3125
H -2.6612 0.8146 2.5218
H 2.2102 -2.3531 -0.4280
H 1.2474 1.6655 -2.6710
H 0.4255 2.5523 -1.5471
H -2.8092 -0.1201 0.3508
H -2.5729 -1.3458 3.5378
H 2.7735 -0.0876 -0.6882
H 2.0313 -0.6337 -2.1928
H -0.1952 0.2461 -1.3608
H -1.3352 -0.7591 0.4978
H 0.6711 -2.0991 -0.8588
H 0.6269 0.8435 0.0992
*
```

Results of the Löwdin charge analysis, in e, for atoms 1 through 5:
1. O -0.0754
2. N 0.0198
3. N 0.0103
4. N 0.1966
5. C -0.1654

---

Density functional theory data (ωB97M-V with the def2-TZVPD basis set) for a cluster of 2 separate species, C3H14N6 in total at a distorted geometry.

Summary:
Orbital gap (spin up / spin down) ... 8.202 / 8.202 eV
SMILES ... NNC(N)(N)N.C=NC
Energy relative to the best compared isomer or geometry (same formula, charge and spin) ... 215.07 kJ/mol
LUMO (spin up / spin down) ... 0.48 / 0.48 eV

```
! RIJCOSX wB97M-V def2-TZVPD def2/J DEFGRID3
* xyz 0 1
N -1.1914 -0.3472 -0.1146
N 0.6398 -0.7814 -1.6415
N 0.4158 -1.1673 1.3770
N 1.0132 1.6486 1.8946
N -1.3018 0.0878 2.3192
N 0.1270 1.2396 0.8214
C -0.2223 -0.9883 -2.7712
C 1.3742 0.3202 -1.5890
C -0.4742 -0.0402 1.1358
H 1.3313 1.0335 -2.4221
H 0.9059 -1.3908 0.5154
H -2.0770 0.7207 2.1767
H -1.7078 -1.2157 -0.0438
H 1.1061 -0.8829 2.0641
H -1.1889 -1.3350 -2.3987
H 0.5108 1.5152 2.7742
H -1.7661 0.4527 -0.3602
H 2.3818 0.1873 -1.2060
H 0.8039 0.9896 -0.2204
H -1.5999 -0.8118 2.6680
H -0.3984 -0.0973 -3.3916
H 1.1181 2.6550 1.7889
H 0.1998 -1.7923 -3.3760
*
```

Results of the Löwdin charge analysis, in e, for atoms 1 through 5:
1. N 0.0616
2. N -0.1089
3. N 0.0872
4. N -0.0302
5. N 0.0754

---

Density functional theory data (ωB97M-V with the def2-TZVPD basis set) for a cluster of 3 separate species, C3H14N6 in total at a distorted geometry.

Summary:
Orbital gap (spin up / spin down) ... 6.531 / 6.530 eV
Energy relative to the best compared isomer or geometry (same formula, charge and spin) ... 544.56 kJ/mol
LUMO (spin up / spin down) ... -6.81 / -6.81 eV

```
! RIJCOSX wB97M-V def2-TZVPD def2/J DEFGRID3
* xyz 2 1
N -10.9437 -3.0105 -16.0451
N 12.7551 2.2450 17.2898
N -10.7117 -1.8883 -16.3138
N 11.6991 3.0049 16.8283
N -11.4538 -5.0132 -14.3982
N -12.6219 -4.9091 -14.8674
C 10.5279 2.4998 16.7985
C 12.1448 4.2660 16.2555
C -9.7836 -1.0425 -15.5970
H -11.0793 -1.2851 -17.1198
H 12.8955 4.7692 16.8818
H 9.6117 2.8317 16.3044
H 10.3658 1.5217 17.4232
H -10.5455 -4.6775 -14.6581
H 12.5961 3.9842 15.3376
H -9.4127 -1.7776 -14.8740
H 13.6616 2.7719 17.3810
H 12.4734 1.3734 17.8553
H -10.3018 -0.2264 -15.0984
H -12.6796 -4.4541 -15.8903
H -11.4245 -5.3620 -13.4117
H -9.0520 -0.5476 -16.1327
H 11.2791 4.9263 16.0511
*
```

Results of the Löwdin charge analysis, in e, for atoms 1 through 5:
1. N 0.0563
2. N 0.1120
3. N -0.2285
4. N -0.2569
5. N 0.1245